No. 1
# C14H42O11

A cluster of 9 separate species, C14H42O11 in total (ωB97M-V/def2-TZVPD, the Open Molecules 2025 dataset).

Computed properties:
LUMO energy   5.14 eV
HOMO energy   -0.0967 Ha
Gap between HOMO and LUMO   7.772 eV

Geometry as ORCA input:
```
! wB97M-V def2-TZVPD RIJCOSX def2/J DEFGRID3
* xyz -2 1
C -0.230 -0.326 0.079
O -1.495 -0.475 0.351
O 0.289 -1.002 -0.907
O 0.501 0.453 0.797
C 4.605 1.036 -1.778
C 3.260 0.772 -1.134
O 3.014 -0.613 -1.163
H 4.761 2.101 -1.975
H 4.676 0.530 -2.745
H 5.409 0.650 -1.146
H 2.479 1.326 -1.672
H 3.265 1.150 -0.103
H 2.061 -0.751 -0.942
C -3.552 -3.695 0.676
C -2.469 -3.814 -0.397
O -2.384 -2.651 -1.187
H -4.547 -3.748 0.220
H -3.476 -2.716 1.156
H -3.490 -4.437 1.477
H -2.705 -4.642 -1.068
H -1.498 -3.991 0.086
H -2.015 -1.934 -0.623
C 2.796 1.632 4.838
C 2.247 1.585 3.426
O 1.650 0.329 3.193
H 3.528 0.838 5.013
H 2.002 1.536 5.579
H 3.320 2.583 4.990
H 3.050 1.770 2.699
H 1.505 2.387 3.302
H 1.214 0.384 2.302
C 0.812 4.498 -1.677
C 0.241 3.350 -0.863
O 1.177 2.959 0.112
H 1.762 4.196 -2.120
H 0.957 5.373 -1.037
H 0.135 4.799 -2.483
H -0.016 2.520 -1.534
H -0.715 3.649 -0.402
H 1.055 1.993 0.256
C -1.558 1.995 -4.092
C -1.335 0.821 -3.163
O 0.038 0.490 -3.155
H -0.871 2.803 -3.825
H -2.576 2.372 -3.961
H -1.416 1.699 -5.131
H -1.918 -0.040 -3.528
H -1.695 1.032 -2.151
H 0.186 0.008 -2.309
C -1.075 -2.267 3.167
O -2.137 -1.412 2.803
H -0.134 -1.714 3.291
H -1.303 -2.736 4.128
H -0.911 -3.046 2.410
H -1.893 -1.074 1.906
C -4.567 -0.234 -1.256
O -4.027 0.445 -0.155
H -4.989 -1.202 -0.959
H -5.382 0.367 -1.680
H -3.831 -0.388 -2.051
H -3.128 0.097 0.026
C 2.101 -3.002 1.299
O 1.374 -3.312 0.136
H 2.314 -1.934 1.394
H 1.564 -3.350 2.191
H 3.073 -3.510 1.259
H 0.914 -2.510 -0.189
*
```

=====

No. 2
# C11H11Cl3N2O3PtS

A structure of composition C11H11Cl3N2O3PtS (ωB97M-V/def2-TZVPD, the Open Molecules 2025 dataset).

Computed properties:
LUMO energy (alpha / beta)   -0.47 / -0.85 eV
Energy above the lowest of the compared OMol25 structures with the same formula, charge and spin   5.4 kcal per mole
HOMO energy (alpha / beta)   -0.2938 / -0.2947 Ha
Gap between HOMO and LUMO (alpha / beta)   7.528 / 7.168 eV

Geometry as ORCA input:
```
! wB97M-V def2-TZVPD RIJCOSX def2/J DEFGRID3
* xyz 0 3
Pt -0.594 0.166 -0.891
C 3.102 2.235 -2.393
C 2.126 1.789 -1.311
C 2.818 1.570 0.057
O 1.464 0.549 -1.718
C 0.982 2.811 -1.025
O 1.218 4.000 -1.142
O -0.097 2.273 -0.477
H 3.903 1.489 -2.464
H 3.571 3.140 -2.118
H 2.549 2.448 -3.359
H 3.713 0.988 0.008
H 2.132 1.122 0.778
H 3.008 2.526 0.463
H 2.191 -0.013 -2.041
S -2.872 -0.520 -1.062
C -2.718 -0.234 0.677
C -3.737 -0.358 1.594
C -3.436 -0.104 2.918
C -2.130 0.112 3.306
C -1.166 0.209 2.325
N -1.460 0.089 1.052
H -4.759 -0.602 1.241
H -4.268 -0.089 3.618
H -1.908 0.290 4.333
H -0.097 0.441 2.599
Cl 0.230 -5.536 -2.099
C -0.732 -4.742 -0.764
Cl -0.065 -5.318 0.790
Cl -2.450 -5.129 -0.865
C -0.452 -3.320 -0.875
N -0.066 -2.279 -1.154
*
```

=====

No. 3
# C13H31ClN6OPSi2

A cluster of 2 separate species, C13H31ClN6OPSi2 in total (ωB97M-V/def2-TZVPD, the Open Molecules 2025 dataset).

Computed properties:
LUMO energy   1.56 eV
HOMO energy   -0.1128 Ha
Gap between HOMO and LUMO   4.633 eV

Geometry as ORCA input:
```
! wB97M-V def2-TZVPD RIJCOSX def2/J DEFGRID3
* xyz -1 1
C -0.334 2.689 0.230
P -1.405 2.606 -1.369
O -2.309 4.106 -1.433
C -2.604 1.134 -1.289
C -1.749 -0.239 -1.204
N -1.073 -1.248 -1.276
C -3.701 1.158 -0.099
Cl -3.372 -0.364 0.943
C -3.609 2.390 0.905
N -3.545 3.344 1.640
C -5.156 0.917 -0.756
C -6.058 2.243 -0.932
N -5.373 3.371 -1.636
N -7.213 1.844 -1.838
N -6.728 2.687 0.351
H -0.289 1.655 0.754
H -0.852 3.464 0.913
H 0.749 3.030 -0.009
H -2.412 4.272 -2.409
H -3.127 1.084 -2.326
H -5.119 0.404 -1.798
H -5.733 0.198 -0.060
H -4.893 3.997 -0.975
H -4.760 3.048 -2.399
H -7.552 0.924 -1.517
H -6.879 1.807 -2.812
H -6.143 3.429 0.799
H -7.562 3.211 0.016
C 1.207 -1.471 2.301
Si 2.549 -1.888 1.032
C 2.426 -0.587 -0.321
C 2.098 -3.562 0.303
N 4.086 -1.891 1.824
Si 5.538 -2.237 0.954
C 5.885 -0.990 -0.411
C 5.551 -3.965 0.213
C 7.004 -2.153 2.148
H 0.225 -1.466 1.813
H 1.185 -2.214 3.102
H 1.377 -0.484 2.738
H 1.386 -0.477 -0.645
H 3.012 -0.859 -1.201
H 2.770 0.386 0.043
H 2.248 -4.358 1.037
H 2.686 -3.789 -0.588
H 1.042 -3.571 0.005
H 5.205 -1.113 -1.256
H 6.904 -1.123 -0.793
H 5.797 0.033 -0.036
H 5.269 -4.712 0.959
H 6.557 -4.212 -0.147
H 4.875 -4.046 -0.640
H 6.893 -2.885 2.952
H 7.090 -1.156 2.587
H 7.936 -2.370 1.613
*
```

=====

No. 4
# C5H7NO

The molecule C5H7NO (ωB97M-V/def2-TZVPD, the Open Molecules 2025 dataset).

Computed properties:
LUMO energy   0.82 eV
Energy above the lowest of the compared OMol25 structures with the same formula, charge and spin   47.5 kcal per mole
HOMO energy   -0.3158 Ha
Structure (SMILES)   CC(=C=N)CC=O
Gap between HOMO and LUMO   9.419 eV

Geometry as ORCA input:
```
! wB97M-V def2-TZVPD RIJCOSX def2/J DEFGRID3
* xyz 0 1
C -1.297 -1.475 0.119
C -0.566 -0.195 -0.182
C 0.868 -0.201 -0.664
C 1.798 0.734 0.091
O 1.476 1.481 0.986
C -1.036 1.002 0.075
N -1.239 2.183 0.353
H -2.332 -1.278 0.410
H -0.815 -2.029 0.934
H -1.319 -2.133 -0.758
H -0.660 2.323 1.197
H 1.295 -1.210 -0.581
H 0.977 0.078 -1.722
H 2.851 0.719 -0.258
*
```